Below is a structure of composition C19H43InOP3SSe in a non-equilibrium geometry, with properties calculated with ωB97M-V/def2-TZVPD.

Summary:
- gap between HOMO and LUMO (alpha / beta) (eV) = 5.60 / 4.55
- HOMO level (alpha / beta) (eV) = -16.88 / -16.79
- total charge = +3
- LUMO energy (alpha / beta) (Eh) = -0.414 / -0.449
- relative energy (zero: lowest compared OMol25 entry of this formula, charge and spin) (kcal per mole) = 97.50

```
69
C19H43InOP3SSe ωB97M-V/def2-TZVPD
In -0.42311 -0.82592 -1.76580
P 0.14456 1.80453 0.97451
P -2.75773 -0.01062 -0.87669
P 2.34731 -0.65094 -1.02461
H -1.69188 -3.22878 -5.79132
C -0.97235 -3.89106 -5.30342
C -0.59913 -3.71912 -4.02240
H -1.10351 -2.93340 -3.45473
C 0.30956 3.51009 0.30322
C -1.21647 2.04809 2.19030
C 1.65560 1.75795 2.02316
C -3.82666 -0.84164 -2.07103
C -3.46739 -0.45264 0.75861
C -3.17562 1.75033 -1.11080
C 3.02692 -1.71508 -2.37621
C 3.27559 -1.24259 0.44377
C 3.23483 0.91956 -1.39537
H -0.54624 -4.69520 -5.94148
H 0.00769 -4.45180 -3.48627
H 0.46667 4.18089 1.15392
H -0.61853 3.78158 -0.21800
H 1.17038 3.58273 -0.37570
H -0.82983 2.76327 2.92492
H -1.47276 1.09973 2.68336
H -2.10838 2.48583 1.71784
H 1.56292 2.57082 2.74896
H 2.55562 1.93530 1.41801
H 1.75827 0.80248 2.55478
H -4.78483 -0.30349 -2.07065
H -3.96736 -1.89224 -1.78647
H -3.37343 -0.81375 -3.07020
H -4.51491 -0.78669 0.64933
H -3.43640 0.41070 1.44728
H -2.81822 -1.24446 1.16425
H -4.26517 1.73559 -1.26711
H -2.65075 2.13432 -1.99831
H -2.90061 2.37635 -0.24806
H 4.09518 -1.46851 -2.50481
H 2.50474 -1.55404 -3.33147
H 2.91694 -2.78558 -2.13685
H 4.31986 -1.40132 0.14097
H 2.86108 -2.18242 0.82707
H 3.24027 -0.52576 1.27474
H 4.22618 0.67242 -1.81084
H 3.35731 1.54514 -0.49720
H 2.64947 1.49170 -2.13319
C 0.16880 0.88615 -4.60707
C -0.39350 -0.35906 -4.97006
C 0.11023 -0.94569 -6.11967
C 0.91524 -0.23140 -7.03140
C 1.28765 1.09154 -6.73623
C 0.93780 1.65867 -5.51648
Se -0.02557 1.63810 -2.92193
H 0.37114 -1.92830 -2.98667
H -1.17940 -0.88234 -4.38410
H -0.12609 -1.96859 -6.34199
H 1.24686 -0.68207 -7.95791
H 1.87038 1.69423 -7.45394
H 1.24430 2.66413 -5.21717
C -0.12730 -2.50404 4.50933
S 0.44875 -2.04284 2.84430
C 0.37294 -3.57041 1.88340
O -0.63638 -1.16642 2.25333
H -0.32771 -1.61861 5.13164
H -1.02214 -3.12377 4.43537
H 0.71554 -3.07421 4.95145
H -0.61573 -4.00891 2.04745
H 0.52368 -3.27207 0.83779
H 1.15177 -4.30556 2.12768
```



Below is a structure of composition C19H43N2OP3SeW in a non-equilibrium geometry, with properties calculated with ωB97M-V/def2-TZVPD.

Summary:
- gap between HOMO and LUMO (alpha / beta) (eV) = 2.47 / 2.63
- HOMO level (alpha / beta) (eV) = -18.48 / -18.48
- total charge = +4
- expectation value of S² = 2.022
- LUMO energy (alpha / beta) (Eh) = -0.589 / -0.583
- multiplicity = 3
- relative energy (zero: lowest compared OMol25 entry of this formula, charge and spin) (kcal per mole) = 102.63

```
70
C19H43N2OP3SeW ωB97M-V/def2-TZVPD
W -0.15363 -0.90996 0.28182
P -0.66460 -0.21652 2.54499
P 2.13120 -0.69803 0.43782
P -1.62323 0.61046 -0.70922
H 1.88592 -2.12366 -3.54583
C 1.24183 -1.26312 -3.79165
C 1.13078 -0.17021 -3.03575
H 1.26154 -0.15256 -1.96057
C -1.30765 -1.59589 3.55769
C 0.68484 0.43201 3.60429
C -1.89861 1.10219 2.89224
C 3.17898 -1.20903 -0.99322
C 2.96149 0.84311 0.97963
C 2.69978 -1.99229 1.62948
C -1.70994 0.67648 -2.53059
C -1.57620 2.39633 -0.27895
C -3.35911 0.10860 -0.33816
H 0.78992 -1.27327 -4.78869
H 0.93302 0.80289 -3.49632
H -1.46355 -1.24021 4.59028
H -0.59754 -2.43006 3.56195
H -2.26506 -1.94100 3.15176
H 0.33491 0.44564 4.64940
H 0.90852 1.46826 3.30658
H 1.59847 -0.17211 3.55653
H -2.17654 1.03538 3.95644
H -2.81424 0.99902 2.29782
H -1.44014 2.08910 2.72814
H 4.16656 -1.55923 -0.65557
H 3.30945 -0.36471 -1.68146
H 2.67467 -2.01292 -1.54365
H 3.80736 0.59810 1.64276
H 2.27217 1.50498 1.52204
H 3.35666 1.37922 0.10060
H 3.79355 -2.11920 1.53855
H 2.20761 -2.94815 1.39313
H 2.45968 -1.70973 2.66172
H -2.62753 1.19982 -2.83832
H -1.70584 -0.34210 -2.93557
H -0.83431 1.22074 -2.90152
H -1.20391 2.94606 -1.15889
H -0.90202 2.60935 0.56516
H -2.59838 2.73358 -0.03498
H -3.97919 0.41559 -1.19707
H -3.72641 0.58741 0.58023
H -3.41687 -0.98325 -0.23521
C -1.56138 -3.87830 -1.65617
C -1.00517 -3.43401 -2.85264
C -1.53772 -3.90777 -4.05078
C -2.61020 -4.79576 -4.07044
C -3.15831 -5.24096 -2.84460
C -2.60137 -4.80892 -1.62855
Se -0.89220 -3.19388 0.16962
H 0.29541 -2.53170 -0.72612
H -0.15334 -2.76389 -2.89389
H -1.10916 -3.55438 -4.98469
H -2.99965 -5.13726 -5.03798
H -3.99218 -5.94054 -2.81350
H -2.98972 -5.17832 -0.67313
C 1.81080 6.13748 2.80919
N 1.85122 5.52450 1.50289
C 1.38386 4.25296 1.28132
N 1.52984 3.90678 -0.03969
O 0.82261 3.53151 2.12705
H 1.26098 5.45395 3.45397
H 1.28344 7.10099 2.76987
H 2.81867 6.28940 3.21308
H 2.23946 6.01288 0.72041
H 1.35971 2.93003 -0.28197
H 2.20999 4.44808 -0.57308
```



Below is a structure of composition C19H43O2P3SSn in a non-equilibrium geometry, with properties calculated with ωB97M-V/def2-TZVPD.

Summary:
- gap between HOMO and LUMO (alpha / beta) (eV) = 6.22 / 5.21
- HOMO level (alpha / beta) (eV) = -20.16 / -19.32
- total charge = +4
- LUMO energy (alpha / beta) (Eh) = -0.512 / -0.519
- relative energy (zero: lowest compared OMol25 entry of this formula, charge and spin) (kcal per mole) = 0.00

```
69
C19H43O2P3SSn ωB97M-V/def2-TZVPD
Sn 0.55128 1.17080 -0.05077
P -0.23549 3.25387 1.05969
P -1.76241 0.54713 -1.75423
P 2.54518 -0.16459 1.26736
H 1.14004 -0.32511 -3.43425
C 1.71102 -0.95934 -2.76340
C 1.22098 -2.10737 -2.26667
H 0.20657 -2.46195 -2.47644
C 0.47560 4.43436 -0.15262
C -1.99833 3.61630 1.19438
C 0.58578 3.39411 2.68748
C -2.03228 -0.77429 -2.99267
C -3.44189 0.50880 -0.98326
C -1.98715 2.01851 -2.83070
C 3.33599 -1.72821 0.76285
C 2.40763 -0.36638 3.08159
C 3.79910 1.11647 1.01634
H 2.72511 -0.62655 -2.54709
H 1.78507 -2.73526 -1.56251
H 0.52199 5.46732 0.23881
H -0.06550 4.42081 -1.10990
H 1.50319 4.07351 -0.33896
H -2.18259 4.55002 1.74333
H -2.48032 2.78282 1.72610
H -2.45515 3.70814 0.19382
H 0.35606 4.34456 3.20139
H 1.68481 3.29540 2.60336
H 0.21999 2.57024 3.32792
H -2.75967 -0.40750 -3.73201
H -2.43546 -1.67244 -2.50309
H -1.09449 -1.03926 -3.49003
H -4.19678 0.74873 -1.75702
H -3.51655 1.25442 -0.17688
H -3.61330 -0.49282 -0.55933
H -2.91238 1.87558 -3.42386
H -1.12487 2.10136 -3.50898
H -2.05708 2.93846 -2.23097
H 4.35688 -1.79295 1.16874
H 3.37453 -1.81614 -0.32814
H 2.73933 -2.56700 1.15342
H 3.41068 -0.51268 3.50728
H 1.77253 -1.23175 3.32006
H 1.95692 0.52585 3.53880
H 4.74185 0.85328 1.51588
H 3.45674 2.09506 1.37535
H 3.96771 1.21227 -0.06116
C 4.86285 3.81990 -1.14644
C 5.01538 5.07823 -1.80642
C 6.06374 5.19250 -2.73534
C 6.93730 4.09995 -2.93414
C 6.86024 2.94555 -2.15595
C 5.85007 2.81917 -1.18029
O 3.67206 3.52754 -0.51812
H 3.15062 4.37238 -0.51736
H 4.31942 5.91459 -1.58968
H 6.17840 6.11946 -3.29471
H 7.71534 4.17919 -3.70748
H 7.58460 2.12105 -2.27375
H 5.82885 1.99892 -0.46263
C -2.21423 -1.53523 3.12583
S -0.70585 -1.73366 2.16350
C -1.43532 -2.87580 1.03679
O -0.51477 -0.43009 1.34743
H -2.19141 -2.35811 3.86567
H -3.08644 -1.63946 2.47548
H -2.26733 -0.57594 3.64776
H -2.19602 -2.34958 0.45199
H -0.68335 -3.36089 0.39917
H -1.89558 -3.60539 1.71200
```



Total energy, record by record: -131639.7469, -120420.3041, -68986.3228 eV